# 1
Entry from the Open Molecules 2025 dataset: an isolated molecule of C4H7OP in a non-equilibrium geometry (wB97M-V/def2-TZVPD).

Properties
E = -15594.499 eV
SMILES string = C=C1COCP1
Highest occupied orbital energy = -9.51 eV
Relative energy (zero: lowest compared OMol25 entry of this formula, charge and spin) = 283.4 kJ/mol
F_max = 0.0760 hartree/bohr
Gap between HOMO and LUMO = 10.42 eV
LUMO level = 0.91 eV

Structure (ORCA input):
```
! RIJCOSX wB97M-V def2-TZVPD def2/J DEFGRID3
* xyz 0 1
C -1.935 -1.203 0.175
C -0.700 -0.653 0.005
C -0.518 0.800 -0.424
O 0.636 1.462 0.156
C 1.840 0.692 0.022
P 1.336 -1.102 -0.301
H -2.105 -2.220 0.412
H -2.780 -0.574 0.263
H -0.499 0.805 -1.466
H -1.229 1.520 -0.169
H 2.425 0.930 -0.828
H 2.273 0.944 1.008
H 1.255 -1.401 1.147
*
```

***

# 2
Entry from the Open Molecules 2025 dataset: a structure of composition C22H24MgN6OS in a non-equilibrium geometry (wB97M-V/def2-TZVPD).

Properties
E = -50473.548 eV
Highest occupied orbital energy = -6.00 eV
Relative energy (zero: lowest compared OMol25 entry of this formula, charge and spin) = 0.0 kJ/mol
F_max = 0.0929 hartree/bohr
Gap between HOMO and LUMO = 5.93 eV
LUMO level = -0.06 eV

Structure (ORCA input):
```
! RIJCOSX wB97M-V def2-TZVPD def2/J DEFGRID3
* xyz 0 1
Mg 0.788 0.579 -0.795
C -1.471 -2.760 -2.678
C -0.993 -1.520 -1.947
N 0.220 -1.024 -2.083
N 1.086 -1.580 -2.939
C 2.304 -0.994 -2.998
N 3.233 -1.661 -3.722
S 2.821 0.407 -2.167
C -1.875 -0.927 -0.916
C -3.190 -1.387 -0.567
C -3.881 -0.801 0.522
C -3.337 0.327 1.169
C -2.076 0.710 0.739
N -1.351 0.115 -0.228
H -0.702 -3.067 -3.392
H -2.406 -2.562 -3.254
H -1.677 -3.599 -1.984
H 2.869 -2.319 -4.405
H 4.107 -1.188 -3.981
H -3.667 -2.183 -1.118
H -4.834 -1.237 0.813
H -3.903 0.850 1.928
H -1.581 1.558 1.190
N 1.437 1.944 0.802
C 1.689 1.708 2.217
C 2.210 2.818 2.908
C 2.614 2.742 4.235
C 2.420 1.508 4.876
C 1.835 0.441 4.219
C 1.424 0.499 2.854
C 0.827 -0.742 2.276
C 0.049 -1.513 3.145
C -0.446 -2.782 2.809
C -0.083 -3.272 1.558
C 0.766 -2.500 0.740
C 1.045 -1.163 0.985
H 2.210 2.556 0.489
H 0.611 2.535 0.687
H 2.254 3.761 2.367
H 3.084 3.568 4.739
H 2.742 1.367 5.905
H 1.743 -0.507 4.734
H -0.122 -1.074 4.117
H -1.114 -3.330 3.468
H -0.407 -4.248 1.161
H 1.163 -2.974 -0.150
C -1.848 1.922 -3.068
C -0.509 2.495 -2.782
N 0.065 3.298 -3.677
O 0.135 2.243 -1.662
H -2.331 2.547 -3.847
H -2.475 1.924 -2.177
H -1.790 0.880 -3.416
H -0.552 3.781 -4.336
H 0.870 3.833 -3.363
*
```

***

# 3
Entry from the Open Molecules 2025 dataset: an isolated molecule of C4H10N2O in a non-equilibrium geometry (wB97M-V/def2-TZVPD).

Properties
E = -9337.727 eV
SMILES string = CNC(=O)[C@@H](C)N
Highest occupied orbital energy = -9.41 eV
Relative energy (zero: lowest compared OMol25 entry of this formula, charge and spin) = 121.6 kJ/mol
F_max = 0.0466 hartree/bohr
Gap between HOMO and LUMO = 10.34 eV
LUMO level = 0.93 eV

Structure (ORCA input):
```
! RIJCOSX wB97M-V def2-TZVPD def2/J DEFGRID3
* xyz 0 1
C 0.861 -1.118 -1.859
N 0.641 0.266 -1.470
C 0.210 0.683 -0.236
O 0.209 1.871 0.039
C -0.090 -0.293 0.925
C -0.750 0.453 2.089
N -0.927 -1.398 0.488
H 0.143 -1.392 -2.636
H 1.881 -1.264 -2.196
H 0.663 -1.794 -1.041
H 0.673 1.017 -2.136
H 0.895 -0.592 1.296
H -1.753 0.800 1.762
H -0.369 1.448 2.318
H -1.026 -0.174 2.933
H -1.307 -2.012 1.187
H -1.683 -1.077 -0.102
*
```

***

# 4
Entry from the Open Molecules 2025 dataset: an isolated molecule of C3H4N2O in a non-equilibrium geometry (wB97M-V/def2-TZVPD).

Properties
E = -8201.224 eV
Highest occupied orbital energy (spin up / spin down) = -7.55 / -7.55 eV
Relative energy (zero: lowest compared OMol25 entry of this formula, charge and spin) = 256.8 kJ/mol
F_max = 0.0204 hartree/bohr
Gap between HOMO and LUMO (spin up / spin down) = 7.88 / 7.89 eV
LUMO level (spin up / spin down) = 0.33 / 0.33 eV

Structure (ORCA input):
```
! RIJCOSX wB97M-V def2-TZVPD def2/J DEFGRID3
* xyz 0 1
O -1.036 1.384 -0.376
C -1.315 0.107 -0.261
N -0.466 -0.748 0.226
C 0.847 -0.421 0.632
C 1.659 0.248 -0.295
N 2.290 0.864 -1.064
H -2.292 -0.204 -0.609
H -0.801 -1.700 0.337
H -0.162 1.552 0.039
H 1.276 -1.082 1.370
*
```

***

# 5
Entry from the Open Molecules 2025 dataset: a cluster of 2 separate species, CH5N2OP in total in a non-equilibrium geometry (wB97M-V/def2-TZVPD).

Properties
E = -15433.993 eV
SMILES string = NP=O.C=N
Highest occupied orbital energy = -9.04 eV
Relative energy (zero: lowest compared OMol25 entry of this formula, charge and spin) = 67.6 kJ/mol
F_max = 0.0646 hartree/bohr
Gap between HOMO and LUMO = 9.90 eV
LUMO level = 0.86 eV

Structure (ORCA input):
```
! RIJCOSX wB97M-V def2-TZVPD def2/J DEFGRID3
* xyz 0 1
N -1.708 -1.107 0.489
P -1.595 -0.039 -0.772
O -1.801 1.313 -0.242
H -1.445 -0.734 1.404
H -1.645 -2.144 0.396
C 2.002 0.505 -0.432
N 0.783 0.268 -0.320
H 2.586 0.938 0.297
H 2.529 0.545 -1.466
H 0.294 0.456 0.646
*
```

***

# 6
Entry from the Open Molecules 2025 dataset: a cluster of 3 separate species, C3H12N2O3 in total in a non-equilibrium geometry (wB97M-V/def2-TZVPD).

Properties
E = -12428.206 eV
SMILES string = CNCC(N)=O.O.O
Highest occupied orbital energy = -8.89 eV
Relative energy (zero: lowest compared OMol25 entry of this formula, charge and spin) = 110.4 kJ/mol
F_max = 0.0259 hartree/bohr
Gap between HOMO and LUMO = 9.36 eV
LUMO level = 0.47 eV

Structure (ORCA input):
```
! RIJCOSX wB97M-V def2-TZVPD def2/J DEFGRID3
* xyz 0 1
C 1.949 0.668 -1.640
N 1.176 1.612 -0.841
C 0.443 0.908 0.205
C -0.816 1.698 0.589
N -2.004 1.192 0.142
O -0.708 2.649 1.334
H 1.321 -0.056 -2.151
H 2.846 0.233 -1.160
H 2.398 1.216 -2.435
H 1.693 2.416 -0.506
H 0.964 0.798 1.162
H 0.171 -0.103 -0.139
H -1.992 0.721 -0.752
H -2.821 1.726 0.412
O -2.059 -2.160 1.667
H -1.748 -1.840 2.521
H -2.927 -2.553 1.755
O 1.024 -3.256 0.116
H 0.989 -2.712 -0.681
H 0.101 -3.156 0.403
*
```

***

# 7
Entry from the Open Molecules 2025 dataset: a structure of composition C18H33ClMnNO12P3 (wB97M-V/def2-TZVPD).

Properties
E = -116987.096 eV
Highest occupied orbital energy (spin up / spin down) = -6.01 / -5.86 eV
Relative energy (zero: lowest compared OMol25 entry of this formula, charge and spin) = 56.5 kJ/mol
F_max = 0.0128 hartree/bohr
Gap between HOMO and LUMO (spin up / spin down) = 7.77 / 8.24 eV
⟨S²⟩ = 6.35
LUMO level (spin up / spin down) = 1.76 / 2.38 eV

Structure (ORCA input):
```
! RIJCOSX wB97M-V def2-TZVPD def2/J DEFGRID3
* xyz -1 5
Mn -0.470 -1.841 1.248
O 2.903 -1.708 3.797
P 1.593 -2.188 3.030
O 0.362 -1.644 3.636
O 1.687 -1.915 1.531
O 1.665 -3.800 3.149
P 0.799 -4.650 2.044
O 1.765 -4.587 0.759
O 0.580 -6.026 2.482
O -0.416 -3.769 1.724
H 3.702 -1.896 3.285
H 1.988 -3.645 0.619
C 1.508 0.437 -2.706
C 2.440 -0.070 -1.610
C 2.305 -1.575 -1.458
C 3.890 0.296 -1.920
O 2.176 0.595 -0.364
P 0.775 0.901 0.360
O -0.203 -0.241 0.073
O 1.031 1.316 1.749
O 0.166 2.114 -0.530
C 0.588 3.495 -0.389
C 0.084 4.162 -1.662
C 2.106 3.631 -0.287
C -0.076 4.119 0.832
H 1.785 -0.025 -3.657
H 1.583 1.519 -2.811
H 0.471 0.182 -2.484
H 2.485 -2.053 -2.424
H 1.304 -1.835 -1.125
H 3.030 -1.947 -0.735
H 4.215 -0.184 -2.845
H 4.534 -0.035 -1.106
H 3.995 1.377 -2.028
H 0.602 3.764 -2.536
H 0.249 5.241 -1.619
H -0.983 3.974 -1.781
H 2.600 3.144 -1.125
H 2.471 3.188 0.638
H 2.367 4.693 -0.301
H -1.159 4.140 0.697
H 0.269 5.148 0.955
H 0.171 3.544 1.723
Cl -3.415 -0.066 -1.619
C -2.339 -1.349 -2.105
C -1.940 -1.370 -3.430
C -1.100 -2.378 -3.875
C -0.677 -3.360 -2.988
C -1.079 -3.318 -1.667
C -1.916 -2.302 -1.176
C -2.255 -2.296 0.247
H -2.289 -0.597 -4.100
H -0.781 -2.393 -4.909
H -0.021 -4.154 -3.321
H -0.739 -4.083 -0.975
H -2.423 -3.289 0.652
H -2.966 -1.553 0.583
C -2.994 1.732 1.342
N -3.159 1.306 2.717
C -4.026 2.089 3.561
C -2.570 0.185 3.165
O -1.860 -0.543 2.503
H -2.658 2.769 1.321
H -3.942 1.656 0.804
H -2.250 1.105 0.855
H -3.681 3.125 3.607
H -4.025 1.680 4.570
H -5.052 2.084 3.181
H -2.781 -0.025 4.225
*
```

***

Repeat the sixth record exactly.
Entry from the Open Molecules 2025 dataset: a cluster of 3 separate species, C3H12N2O3 in total in a non-equilibrium geometry (wB97M-V/def2-TZVPD).

Properties
E = -12428.206 eV
SMILES string = CNCC(N)=O.O.O
Highest occupied orbital energy = -8.89 eV
Relative energy (zero: lowest compared OMol25 entry of this formula, charge and spin) = 110.4 kJ/mol
F_max = 0.0259 hartree/bohr
Gap between HOMO and LUMO = 9.36 eV
LUMO level = 0.47 eV

Structure (ORCA input):
```
! RIJCOSX wB97M-V def2-TZVPD def2/J DEFGRID3
* xyz 0 1
C 1.949 0.668 -1.640
N 1.176 1.612 -0.841
C 0.443 0.908 0.205
C -0.816 1.698 0.589
N -2.004 1.192 0.142
O -0.708 2.649 1.334
H 1.321 -0.056 -2.151
H 2.846 0.233 -1.160
H 2.398 1.216 -2.435
H 1.693 2.416 -0.506
H 0.964 0.798 1.162
H 0.171 -0.103 -0.139
H -1.992 0.721 -0.752
H -2.821 1.726 0.412
O -2.059 -2.160 1.667
H -1.748 -1.840 2.521
H -2.927 -2.553 1.755
O 1.024 -3.256 0.116
H 0.989 -2.712 -0.681
H 0.101 -3.156 0.403
*
```